Here is C40H58BBrCl3GeN6OS3SiTi as an isolated structure in a non-equilibrium geometry from the OMol25 dataset. Energies are from ωB97M-V/def2-TZVPD.

Output
Spin multiplicity: 2
Frontier orbital gap (alpha / beta): 6.940 / 5.442 eV
⟨S²⟩: 0.7556
Net charge: +2
ΔE to the lowest compared entry with this formula, charge and spin: 33.4 kcal/mol

Geometry (Å):
Ti (0.231, -0.481, -0.288)
C (-0.741, 0.292, 3.269)
C (0.575, -0.305, 2.897)
C (1.574, -0.719, 3.769)
C (2.572, -1.272, 2.982)
C (3.870, -1.881, 3.401)
N (2.184, -1.176, 1.706)
N (0.957, -0.570, 1.634)
B (2.785, -1.873, 0.462)
N (3.036, -0.790, -0.607)
N (2.143, 0.248, -0.711)
C (2.709, 1.184, -1.497)
C (2.130, 2.524, -1.816)
C (3.965, 0.728, -1.888)
C (4.135, -0.524, -1.314)
C (5.272, -1.477, -1.473)
N (1.704, -2.890, -0.023)
N (0.368, -2.576, 0.095)
C (-0.310, -3.744, 0.089)
C (-1.760, -3.949, 0.410)
C (0.599, -4.786, -0.104)
C (1.853, -4.214, -0.162)
C (3.178, -4.868, -0.368)
H (-0.813, 0.352, 4.355)
H (-1.565, -0.317, 2.909)
H (-0.855, 1.287, 2.844)
H (1.569, -0.642, 4.848)
H (4.020, -1.717, 4.466)
H (4.708, -1.442, 2.858)
H (3.877, -2.959, 3.217)
H (3.795, -2.445, 0.739)
H (2.056, 3.124, -0.908)
H (1.136, 2.458, -2.256)
H (2.790, 3.034, -2.516)
H (4.671, 1.255, -2.518)
H (6.187, -0.927, -1.688)
H (5.079, -2.145, -2.320)
H (5.429, -2.092, -0.586)
H (-2.008, -3.491, 1.363)
H (-1.939, -5.021, 0.497)
H (-2.437, -3.554, -0.338)
H (0.360, -5.842, -0.158)
H (3.041, -5.941, -0.471)
H (3.856, -4.687, 0.468)
H (3.660, -4.491, -1.274)
Cl (-5.054, -1.399, -1.400)
Ge (-3.225, -0.284, -1.767)
Cl (-2.165, -0.838, 0.274)
Cl (-3.967, 1.740, -1.511)
O (-0.057, -0.647, -1.991)
C (-0.091, -0.775, -3.424)
C (0.054, 0.636, -3.979)
C (1.175, 1.193, -4.515)
C (0.998, 2.559, -4.888)
C (-0.250, 3.017, -4.610)
S (-1.222, 1.796, -3.909)
C (1.030, -1.677, -3.964)
C (2.049, -2.276, -3.300)
C (2.884, -3.069, -4.150)
C (2.468, -3.052, -5.440)
S (1.072, -2.086, -5.641)
C (-1.414, -1.432, -3.825)
C (-2.249, -1.153, -4.897)
C (-3.188, -2.174, -5.139)
C (-3.042, -3.230, -4.282)
S (-1.762, -3.005, -3.184)
H (2.106, 0.650, -4.637)
H (1.769, 3.161, -5.356)
H (-0.672, 3.997, -4.802)
H (2.204, -2.165, -2.238)
H (3.755, -3.622, -3.814)
H (2.902, -3.556, -6.294)
H (-2.161, -0.261, -5.507)
H (-3.944, -2.135, -5.915)
H (-3.640, -4.133, -4.232)
C (-0.258, 5.888, -0.034)
C (-0.010, 5.662, 1.469)
C (1.283, 4.829, 1.613)
C (0.167, 7.026, 2.165)
Si (-1.468, 4.826, 2.317)
Br (-0.487, 1.896, 0.071)
C (-1.254, 4.374, 4.127)
C (-2.290, 3.340, 4.600)
C (0.164, 3.835, 4.408)
C (-1.467, 5.675, 4.934)
C (-3.203, 4.781, 1.614)
C (-3.228, 5.002, 0.089)
C (-3.975, 5.919, 2.311)
C (-3.875, 3.424, 1.919)
H (0.651, 6.326, -0.461)
H (-1.073, 6.589, -0.221)
H (-0.461, 4.952, -0.566)
H (2.060, 5.315, 1.011)
H (1.160, 3.804, 1.241)
H (1.646, 4.787, 2.639)
H (0.967, 7.568, 1.649)
H (0.461, 6.923, 3.214)
H (-0.737, 7.648, 2.118)
H (-2.315, 2.438, 3.982)
H (-3.296, 3.765, 4.642)
H (-2.026, 3.039, 5.621)
H (0.468, 3.035, 3.724)
H (0.181, 3.430, 5.427)
H (0.912, 4.630, 4.367)
H (-2.470, 6.095, 4.796)
H (-0.736, 6.451, 4.691)
H (-1.352, 5.432, 5.997)
H (-2.934, 6.015, -0.187)
H (-4.260, 4.858, -0.253)
H (-2.601, 4.283, -0.447)
H (-3.537, 6.907, 2.118)
H (-4.045, 5.776, 3.395)
H (-4.996, 5.927, 1.911)
H (-3.276, 2.573, 1.570)
H (-4.829, 3.395, 1.379)
H (-4.096, 3.295, 2.977)

Forces on atoms 1 to 6 (eV/Å):
-0.3 0.6 0.1
0.2 0.0 0.0
0.0 0.0 -0.1
0.0 0.0 0.3
0.2 0.0 0.2
-0.1 0.0 -0.1

Here is a 14-piece molecular cluster, C27H82O14 overall in a non-equilibrium geometry from the OMol25 dataset. Energies are from ωB97M-V/def2-TZVPD.

Output
Spin multiplicity: 1
Frontier orbital gap: 10.178 eV
Net charge: 0
ΔE to the lowest compared entry with this formula, charge and spin: 89.0 kcal/mol

Geometry (Å):
O (-20.690, -15.936, 11.951)
H (-20.215, -16.411, 11.269)
H (-20.311, -16.251, 12.771)
O (-14.700, -20.671, 17.826)
H (-14.345, -21.364, 17.270)
H (-13.977, -20.437, 18.409)
O (-19.235, -17.214, 16.222)
H (-18.550, -17.790, 16.562)
H (-19.178, -16.427, 16.764)
O (-12.937, -24.532, 15.212)
H (-13.821, -24.868, 15.360)
H (-12.382, -25.313, 15.205)
O (-21.686, -21.429, 16.649)
H (-22.305, -21.075, 17.287)
H (-21.252, -20.659, 16.282)
C (-14.938, -19.123, 10.604)
C (-16.045, -19.897, 9.888)
C (-16.773, -20.775, 10.871)
O (-17.034, -18.962, 9.333)
H (-15.270, -18.721, 11.561)
H (-14.442, -18.319, 10.060)
H (-14.239, -19.918, 10.865)
H (-15.657, -20.496, 9.063)
H (-17.562, -21.341, 10.375)
H (-17.202, -20.120, 11.630)
H (-16.113, -21.464, 11.398)
H (-16.645, -18.483, 8.597)
C (-17.464, -28.470, 15.087)
C (-18.186, -27.252, 14.528)
C (-19.678, -27.372, 14.297)
O (-17.963, -26.279, 15.499)
H (-16.400, -28.321, 15.272)
H (-17.697, -29.279, 14.394)
H (-17.843, -28.889, 16.019)
H (-17.668, -26.906, 13.634)
H (-19.870, -28.078, 13.490)
H (-20.167, -26.451, 13.980)
H (-20.202, -27.685, 15.201)
H (-18.668, -25.628, 15.475)
C (-7.223, -15.194, 7.907)
C (-6.098, -15.585, 8.876)
C (-6.100, -14.598, 10.056)
O (-6.440, -16.888, 9.409)
H (-7.035, -14.264, 7.371)
H (-8.166, -15.011, 8.422)
H (-7.394, -15.972, 7.163)
H (-5.112, -15.594, 8.412)
H (-7.073, -14.674, 10.542)
H (-6.098, -13.637, 9.544)
H (-5.289, -14.755, 10.767)
H (-6.702, -17.487, 8.706)
C (-7.149, -16.196, 17.029)
C (-7.934, -17.553, 17.054)
C (-9.145, -17.654, 16.110)
O (-7.113, -18.602, 16.715)
H (-6.576, -16.008, 16.121)
H (-6.443, -16.294, 17.853)
H (-7.702, -15.268, 17.176)
H (-8.169, -17.685, 18.110)
H (-9.416, -18.687, 15.891)
H (-8.980, -17.173, 15.146)
H (-10.032, -17.219, 16.570)
H (-7.722, -19.343, 16.758)
C (-14.304, -13.345, 3.120)
C (-15.233, -13.339, 4.314)
C (-16.548, -12.444, 4.178)
O (-15.752, -14.632, 4.488)
H (-13.450, -13.979, 3.361)
H (-13.940, -12.325, 3.002)
H (-14.644, -13.616, 2.121)
H (-14.704, -13.054, 5.224)
H (-16.240, -11.404, 4.062)
H (-17.161, -12.464, 5.079)
H (-17.051, -12.712, 3.250)
H (-15.962, -14.996, 3.625)
C (-10.623, -26.553, 9.223)
C (-10.617, -24.991, 9.347)
C (-9.383, -24.560, 10.171)
O (-10.486, -24.367, 8.073)
H (-10.655, -27.070, 10.182)
H (-9.760, -26.996, 8.727)
H (-11.512, -26.877, 8.682)
H (-11.543, -24.691, 9.839)
H (-9.273, -24.909, 11.197)
H (-9.257, -23.478, 10.139)
H (-8.492, -24.989, 9.711)
H (-10.919, -24.929, 7.426)
C (-20.035, -24.634, 2.585)
C (-19.841, -23.126, 2.613)
C (-20.394, -22.550, 3.904)
O (-18.492, -22.748, 2.629)
H (-19.649, -25.125, 1.692)
H (-21.101, -24.849, 2.659)
H (-19.502, -24.996, 3.465)
H (-20.268, -22.673, 1.718)
H (-20.196, -21.492, 4.081)
H (-20.120, -23.189, 4.743)
H (-21.483, -22.562, 3.867)
H (-18.466, -21.791, 2.549)
C (-25.008, -22.708, 9.871)
C (-24.962, -21.574, 10.816)
C (-24.860, -20.181, 10.160)
O (-26.164, -21.655, 11.584)
H (-24.054, -22.858, 9.365)
H (-25.758, -22.586, 9.089)
H (-25.305, -23.621, 10.385)
H (-24.144, -21.670, 11.530)
H (-24.955, -19.365, 10.877)
H (-25.669, -20.122, 9.433)
H (-23.917, -20.092, 9.620)
H (-26.038, -20.979, 12.254)
C (-15.749, -11.365, 13.735)
C (-16.422, -9.979, 13.899)
C (-17.913, -9.934, 13.740)
O (-16.058, -9.714, 15.251)
H (-15.848, -11.621, 12.680)
H (-16.219, -12.107, 14.380)
H (-14.678, -11.367, 13.941)
H (-15.981, -9.297, 13.172)
H (-18.218, -8.891, 13.826)
H (-18.426, -10.597, 14.436)
H (-18.101, -10.277, 12.722)
H (-15.633, -8.854, 15.272)

Forces on atoms 1 to 6 (eV/Å):
-0.2 0.2 0.0
0.1 -0.1 -0.2
0.1 -0.1 0.3
-0.2 0.1 0.0
0.1 -0.2 -0.2
0.2 0.1 0.2